ORCA calculation (ωB97M-V/def2-TZVPD) on a structure of composition C19H26F3MnO9 at a distorted geometry.

Each line ends with the Löwdin spin population.
Element x y z (Å)
Mn: 25.7089 2.2600 22.0345  4.6770
C: 25.3113 5.1696 23.3642  0.0107
O: 26.0874 4.6214 24.4175  0.0010
O: 25.3395 4.2605 22.3246  0.0591
C: 23.9181 5.7050 23.8216  0.0015
F: 24.1322 6.6605 24.7341  0.0006
F: 23.2531 6.2127 22.8082  0.0003
F: 23.2450 4.6871 24.3466  0.0000
C: 26.2623 5.4154 25.5346  0.0002
C: 27.4696 4.8665 26.3608  0.0001
H: 27.2762 3.9132 26.8526  0.0000
H: 28.3340 4.6644 25.7284  0.0000
H: 27.7498 5.6084 27.1086  0.0000
H: 25.3363 5.3504 26.1060  0.0000
H: 26.5629 6.4358 25.2967  0.0001
H: 25.8734 6.0806 23.1585  0.0012
C: 28.6937 1.5638 19.1307  0.0036
C: 27.7427 1.4479 20.1271  0.0025
C: 27.2144 0.1583 20.6424  0.0020
O: 26.2852 0.0735 21.5386  0.0368
C: 27.4546 -1.0385 20.0604  0.0010
C: 28.2913 -1.0806 18.9273  0.0004
C: 28.9866 0.3068 18.4176  0.0011
O: 29.6349 0.2701 17.3562  0.0023
O: 28.6418 -2.0794 18.2363  0.0004
O: 27.4336 2.5992 20.6812  0.0441
H: 29.1633 2.4802 18.8050  0.0003
H: 26.8769 -1.9252 20.2756  0.0002
C: 22.8442 2.6140 18.6922  0.0025
C: 22.9976 2.1645 20.0563  0.0140
O: 24.1106 2.0755 20.6232  0.0322
C: 21.8428 1.6710 20.8841  0.0018
H: 21.8019 2.4773 18.4043  0.0002
H: 23.3987 2.0054 17.9779  0.0005
H: 23.1730 3.6520 18.7418  0.0005
H: 22.2413 0.7208 21.2399  0.0005
H: 21.0322 1.4270 20.1974  0.0001
H: 21.6565 2.2192 21.8076  0.0004
C: 28.8561 0.6019 23.6843  0.0022
C: 27.5558 1.0347 24.3351  0.0175
O: 26.7946 1.7600 23.7186  0.0338
C: 27.2608 0.6071 25.7522  0.0029
H: 29.5552 0.4449 24.5056  0.0002
H: 29.4181 1.1699 22.9429  0.0001
H: 28.7111 -0.4006 23.2817  0.0008
H: 26.8176 -0.3812 25.6298  0.0009
H: 26.5641 1.2375 26.3046  0.0002
H: 28.1408 0.4117 26.3650  0.0002
C: 23.2060 -0.5272 24.0139  0.0010
C: 23.3513 0.9296 24.0684  0.0076
O: 24.1742 1.5044 23.3710  0.0309
C: 22.3615 1.6940 24.9734  0.0013
H: 22.1448 -0.7576 23.9197  0.0002
H: 23.7724 -1.0019 24.8151  0.0002
H: 23.6871 -0.8380 23.0865  0.0001
H: 22.8191 2.5951 25.3818  0.0001
H: 21.9534 1.1300 25.8121  0.0002
H: 21.5727 2.1163 24.3508  0.0002

Summary:
expectation value of S²	8.753
total charge	-1
energy relative to the best compared isomer or geometry (same formula, charge and spin)	52.6	kcal per mole
HOMO energy (spin up / spin down)	-3.615 / -3.622	eV
electronic energy	-2867.3907	hartree
2S+1	6
HOMO-LUMO gap (spin up / spin down)	5.7 / 5.7	eV
E_LUMO (spin up / spin down)	2.045 / 2.044	eV